Entry 1:
This record from the Open Molecules 2025 dataset describes C20H24ClN3O as an isolated structure at a distorted geometry. The level of theory is ωB97M-V with the def2-TZVPD basis set.

Positions of all 49 atoms, in Å:
1 C -2.927 -0.945 2.808
2 H -2.078 -1.733 2.855
3 H -2.853 -0.242 3.593
4 H -3.892 -1.450 2.564
5 C -2.587 -0.257 1.368
6 N -2.570 -0.968 0.360
7 C -1.596 -0.527 -0.452
8 H -1.774 -0.734 -1.744
9 C -0.200 -0.979 -0.324
10 O -0.234 -2.447 -0.151
11 H -1.204 -2.363 0.271
12 C 0.847 -0.576 -1.364
13 N 2.102 -0.194 -0.784
14 C 2.152 1.380 -0.209
15 N 3.234 1.584 0.227
16 C 3.921 0.419 0.485
17 C 5.297 0.044 0.922
18 C 5.728 -1.124 0.824
19 C 5.138 -1.982 0.064
20 C 3.744 -1.821 -0.271
21 C 3.216 -0.590 -0.361
22 H 3.090 -2.568 -0.696
23 H 5.461 -2.962 0.114
24 H 6.684 -1.245 1.304
25 H 5.817 1.166 1.106
26 C 1.098 2.241 -0.478
27 C 0.717 2.487 -1.748
28 C -0.318 3.696 -1.983
29 C -1.202 3.920 -0.766
30 C -0.794 3.481 0.474
31 C 0.247 2.767 0.551
32 Cl 0.556 2.062 2.067
33 H -1.389 3.881 1.266
34 H -1.974 4.502 -1.057
35 H -0.615 3.814 -2.944
36 H 1.359 2.555 -2.540
37 H 0.567 -0.033 -2.225
38 H 1.289 -1.593 -1.433
39 H 0.141 -0.560 0.768
40 H -1.559 0.827 -0.551
41 C -3.723 -1.218 -0.160
42 C -3.960 -2.439 -0.751
43 H -3.740 -3.332 -0.222
44 H -4.839 -2.827 -1.426
45 H -3.160 -2.525 -1.829
46 H -4.414 -1.187 0.443
47 H -3.973 -0.468 -1.012
48 H -1.510 0.235 1.746
49 H -3.320 0.826 1.299

Computed properties:
Energy relative to the best compared isomer or geometry (same formula, charge and spin)   383.80 kcal per mole
F_max   0.34698 Eh/bohr
Molar mass   357.88 u
Frontier orbital gap   8.0 eV

Here are the Löwdin charges for atoms 1 to 8, given in e: atom 1 (C): -0.0329, atom 2 (H): 0.1012, atom 3 (H): 0.0441, atom 4 (H): 0.0698, atom 5 (C): -0.3634, atom 6 (N): -0.2812, atom 7 (C): -0.2191, atom 8 (H): 0.2075

Entry 2:
This record from the Open Molecules 2025 dataset describes C20H24ClN3OS as an isolated structure at a distorted geometry. The level of theory is ωB97M-V with the def2-TZVPD basis set.

Positions of all 50 atoms, in Å:
1 S -2.497 2.560 -0.691
2 C -1.312 1.425 -0.327
3 N -0.309 1.615 0.656
4 C -0.169 2.882 1.512
5 C -1.138 3.930 1.791
6 C -0.986 4.891 2.825
7 C 0.172 5.089 3.390
8 C 1.492 4.146 2.949
9 C 1.210 3.100 2.133
10 H 1.880 2.384 1.795
11 H 2.454 4.110 3.508
12 H 0.720 5.839 4.065
13 H -1.694 5.653 2.931
14 H -2.174 3.533 1.597
15 H 0.528 1.179 0.767
16 N -1.346 0.291 -0.677
17 C -0.370 -0.645 -0.510
18 H 0.669 -0.256 -0.369
19 H -0.148 -1.587 -1.299
20 C -0.635 -1.488 1.008
21 N 0.601 -2.124 1.515
22 C 0.941 -3.341 0.901
23 C 1.933 -4.249 1.655
24 O 2.877 -3.454 2.238
25 C 2.807 -2.363 2.850
26 C 1.632 -1.456 1.959
27 H 1.146 -0.455 2.560
28 H 2.341 -1.096 1.242
29 H 3.291 -1.741 3.315
30 H 1.850 -2.699 3.700
31 H 2.469 -5.026 1.016
32 H 1.437 -4.494 2.372
33 H 0.166 -3.932 0.357
34 H 1.552 -2.813 -0.213
35 H -0.904 -0.609 1.648
36 H -1.341 -2.306 0.839
37 C -2.088 -0.119 -1.808
38 C -1.864 -0.418 -2.991
39 C -1.603 -1.585 -3.680
40 C -1.043 -1.747 -4.789
41 C -0.670 -0.627 -5.659
42 C -0.669 0.589 -4.758
43 C -1.120 0.862 -3.669
44 H -1.203 1.876 -3.270
45 H 0.016 1.540 -5.402
46 H -0.081 -0.736 -6.756
47 Cl -1.108 -3.210 -5.839
48 H -2.164 -2.395 -3.397
49 H -2.548 -1.148 -1.404
50 H -3.006 0.621 -1.590

Computed properties:
Energy relative to the best compared isomer or geometry (same formula, charge and spin)   471.47 kcal per mole
F_max   0.35046 Eh/bohr
Molar mass   389.95 u
Frontier orbital gap   7.3 eV

Here are the Löwdin charges for atoms 1 to 8, given in e: atom 1 (S): 0.7261, atom 2 (C): -0.8057, atom 3 (N): 0.0937, atom 4 (C): -0.1080, atom 5 (C): -0.0780, atom 6 (C): -0.1695, atom 7 (C): -0.0507, atom 8 (C): -0.0244

Entry 3:
This record from the Open Molecules 2025 dataset describes C20H24ClNO4 as an isolated structure at a distorted geometry. The level of theory is ωB97M-V with the def2-TZVPD basis set.

Positions of all 50 atoms, in Å:
1 C -4.526 -0.494 2.356
2 H -3.582 -1.064 2.690
3 O -4.191 -0.070 0.899
4 C -3.201 0.557 0.598
5 C -2.354 0.959 1.388
6 C -1.345 1.808 1.176
7 C -1.139 1.985 -0.050
8 C -1.959 1.583 -1.269
9 C -3.085 0.841 -0.849
10 O -3.901 0.206 -1.603
11 C -3.807 0.591 -2.960
12 H -3.886 1.538 -3.390
13 H -2.778 -0.234 -3.415
14 H -4.551 -0.058 -3.407
15 H -1.759 1.720 -2.323
16 C 0.041 2.881 -0.626
17 H 0.595 2.205 -1.534
18 H -0.309 3.802 -1.073
19 C 1.319 3.359 0.188
20 N 1.869 2.133 0.881
21 C 3.137 1.797 0.364
22 O 3.725 2.573 -0.152
23 C 3.741 0.711 1.253
24 H 4.014 1.009 2.349
25 C 4.943 0.166 0.222
26 C 4.653 -0.710 -0.840
27 H 5.496 -1.217 -1.349
28 H 4.043 0.091 -1.524
29 O 3.810 -1.988 -0.473
30 C 2.576 -2.033 -0.365
31 C 2.048 -3.075 0.044
32 C 0.653 -3.384 0.170
33 C -0.160 -2.295 -0.014
34 C 0.265 -1.286 -0.604
35 C 1.612 -1.052 -0.780
36 H 2.030 0.147 -1.169
37 H -0.374 -0.364 -1.015
38 Cl -1.892 -2.498 0.506
39 H 0.290 -4.235 0.730
40 H 2.621 -3.839 0.441
41 H 5.541 -0.785 1.279
42 H 5.491 0.877 0.442
43 H 2.874 -0.195 1.393
44 H 1.314 1.304 1.353
45 H 0.700 3.891 1.014
46 H 2.134 3.790 -0.260
47 H -0.566 2.209 1.926
48 H -2.396 0.835 2.636
49 H -5.437 -1.033 2.168
50 H -4.897 0.461 2.932

Computed properties:
Energy relative to the best compared isomer or geometry (same formula, charge and spin)   378.86 kcal per mole
F_max   0.28764 Eh/bohr
Molar mass   377.87 u
Frontier orbital gap   8.5 eV

Here are the Löwdin charges for atoms 1 to 8, given in e: atom 1 (C): 0.0400, atom 2 (H): 0.1007, atom 3 (O): -0.0382, atom 4 (C): -0.4744, atom 5 (C): -0.1117, atom 6 (C): -0.1274, atom 7 (C): -0.2555, atom 8 (C): 0.0479

Entry 4:
This record from the Open Molecules 2025 dataset describes a 5-piece molecular cluster, C20H24F15O10 overall at a distorted geometry. The level of theory is ωB97M-V with the def2-TZVPD basis set.

Positions of all 69 atoms, in Å:
1 O -6.472 5.796 1.282
2 C -5.538 6.366 0.505
3 O -5.909 6.538 -0.933
4 C -4.055 6.873 1.089
5 C -3.145 5.512 1.257
6 C -2.689 4.866 -0.190
7 F -1.179 4.869 -0.173
8 F -3.081 5.667 -1.372
9 F -3.217 3.478 -0.409
10 H -3.596 7.604 0.290
11 H -4.154 7.428 2.115
12 H -3.820 4.726 1.849
13 H -2.212 5.725 1.951
14 C -2.969 0.000 -1.261
15 C -1.560 0.553 -1.153
16 O -0.685 -0.416 -0.556
17 C -0.164 -1.360 -1.403
18 O -0.409 -1.410 -2.605
19 C 0.783 -2.294 -0.651
20 F 0.286 -2.690 0.557
21 F 1.985 -1.704 -0.390
22 F 1.061 -3.438 -1.337
23 H -3.324 -0.341 -0.282
24 H -3.656 0.762 -1.640
25 H -3.003 -0.864 -1.931
26 H -1.559 1.429 -0.496
27 H -1.180 0.882 -2.126
28 C 4.659 -0.653 -0.269
29 C 4.584 -0.909 1.225
30 O 5.839 -0.600 1.850
31 C 6.046 0.718 2.168
32 O 5.234 1.611 1.943
33 C 7.393 0.897 2.867
34 F 8.398 0.195 2.269
35 F 7.356 0.476 4.164
36 F 7.808 2.195 2.900
37 H 5.496 -1.203 -0.712
38 H 3.733 -0.962 -0.761
39 H 4.827 0.407 -0.479
40 H 4.393 -1.972 1.406
41 H 3.763 -0.352 1.690
42 C -7.634 1.300 2.522
43 C -6.669 0.223 2.980
44 O -5.318 0.592 2.663
45 C -4.693 1.422 3.558
46 O -5.223 1.849 4.580
47 C -3.253 1.694 3.125
48 F -3.143 1.957 1.790
49 F -2.434 0.631 3.370
50 F -2.695 2.760 3.766
51 H -7.496 1.512 1.457
52 H -8.669 0.989 2.690
53 H -7.463 2.238 3.059
54 H -6.877 -0.709 2.445
55 H -6.778 0.011 4.050
56 C 3.296 -4.892 -2.366
57 C 3.048 -5.501 -3.733
58 O 4.250 -5.480 -4.517
59 C 5.127 -6.513 -4.304
60 O 4.935 -7.419 -3.498
61 C 6.334 -6.393 -5.234
62 F 6.818 -5.120 -5.312
63 F 6.035 -6.764 -6.512
64 F 7.384 -7.172 -4.848
65 H 3.717 -3.886 -2.463
66 H 2.366 -4.833 -1.793
67 H 4.018 -5.485 -1.795
68 H 2.307 -4.903 -4.272
69 H 2.645 -6.518 -3.655

Computed properties:
Total charge   -1
F_max   0.15075 Eh/bohr
Molar mass   709.37 u
Frontier orbital gap   5.7 eV

Here are the Löwdin charges for atoms 1 to 8, given in e: atom 1 (O): -0.1904, atom 2 (C): -0.4586, atom 3 (O): -0.3111, atom 4 (C): -0.1262, atom 5 (C): -0.0918, atom 6 (C): -0.2113, atom 7 (F): -0.0495, atom 8 (F): 0.0135

no.,HOMO energy (eV)
1,-7.9
2,-7.8
3,-7.8
4,-4.1